# C42H38N3P2PtS2Te

C42H38N3P2PtS2Te as an isolated structure in a non-equilibrium geometry (wB97M-V/def2-TZVPD, the Open Molecules 2025 dataset).

The value obtained for the total energy is -3653.94854 Eh. For the HOMO-LUMO gap (spin up / spin down), the calculation gives 5.59 / 5.78 eV.

Structure (ORCA input):
```
! wB97M-V def2-TZVPD RIJCOSX def2/J DEFGRID3
* xyz -1 3
Pt 1.357 0.974 -0.492
Te -0.243 0.940 3.735
C -1.351 -0.704 4.582
C -2.717 -0.833 4.370
C -3.358 -1.977 4.814
N -2.743 -2.969 5.439
C -1.440 -2.844 5.637
C -0.703 -1.743 5.235
C -0.165 -0.340 2.008
P -0.774 0.503 0.516
C -1.324 -0.960 -0.434
C -2.048 -1.985 0.166
C -2.460 -3.070 -0.582
C -2.134 -3.148 -1.928
C -1.389 -2.144 -2.526
C -0.987 -1.053 -1.778
C -2.389 1.211 1.002
C -2.348 2.462 1.618
C -3.494 3.026 2.151
C -4.706 2.362 2.049
C -4.766 1.149 1.385
C -3.618 0.576 0.863
P 1.540 -0.625 1.467
C 2.442 -1.112 2.987
C 2.625 -2.418 3.432
C 3.256 -2.659 4.641
C 3.705 -1.608 5.424
C 3.552 -0.306 4.975
C 2.946 -0.063 3.757
C 1.362 -2.264 0.672
C 0.483 -3.201 1.207
C 0.344 -4.439 0.610
C 1.078 -4.747 -0.525
C 1.970 -3.827 -1.048
C 2.118 -2.589 -0.446
H -3.267 -0.056 3.857
H -4.423 -2.113 4.662
H -0.965 -3.677 6.143
H 0.362 -1.696 5.416
H -2.262 -1.924 1.226
H -3.035 -3.861 -0.119
H -2.446 -4.005 -2.509
H -1.120 -2.210 -3.572
H -0.393 -0.261 -2.225
H -1.404 2.994 1.657
H -3.444 3.980 2.654
H -5.604 2.794 2.470
H -5.710 0.634 1.279
H -3.691 -0.372 0.351
H 2.265 -3.251 2.846
H 3.390 -3.678 4.979
H 4.190 -1.804 6.372
H 3.903 0.520 5.579
H 2.865 0.948 3.375
H -0.089 -2.936 2.088
H -0.337 -5.169 1.027
H 0.956 -5.711 -1.002
H 2.558 -4.072 -1.922
H 2.818 -1.866 -0.844
S 3.231 0.459 -1.884
C 4.337 1.749 -1.512
C 5.607 1.652 -2.084
C 6.551 2.641 -1.917
C 6.231 3.768 -1.172
C 4.989 3.872 -0.579
C 4.028 2.867 -0.715
S 2.512 3.067 0.128
H 5.821 0.773 -2.676
H 7.526 2.544 -2.377
H 6.957 4.564 -1.060
H 4.733 4.753 -0.007
N 0.480 2.210 -2.515
C 0.002 2.184 -3.563
N -0.493 2.173 -4.782
C -1.353 1.060 -5.181
C -2.495 1.542 -6.076
C -3.228 2.732 -5.454
C -2.246 3.844 -5.029
C -0.806 3.459 -5.373
H -1.761 0.577 -4.287
H -0.747 0.315 -5.716
H -3.192 0.716 -6.228
H -2.106 1.817 -7.058
H -3.790 2.383 -4.584
H -3.957 3.115 -6.172
H -2.298 3.992 -3.948
H -2.497 4.791 -5.510
H -0.106 4.203 -4.986
H -0.668 3.395 -6.456
*
```

These are the Mulliken partial charges, in e, on atoms 1 to 6: atom 1 (Pt): 2.173, atom 2 (Te): 0.108, atom 3 (C): 0.030, atom 4 (C): 0.017, atom 5 (C): -0.460, atom 6 (N): -0.678